# 1
C27H36N6O3Re as an isolated structure in a non-equilibrium geometry. Source: the Open Molecules 2025 dataset; level of theory: ωB97M-V with the def2-TZVPD basis set.

Computed properties:
E	-1682.5790	a.u.
multiplicity	2
total charge	+2
Kohn-Sham gap (alpha / beta)	7.74 / 6.32	eV

Each line ends with the Löwdin spin population.
Cartesian coordinates (Å):
Re: -2.13722 0.25732 0.60449  0.80
C: -4.15318 0.89033 0.06519  0.00
C: -3.84882 1.60595 1.27085  0.00
C: -2.78945 2.51836 0.99307  0.02
C: -2.41880 2.37300 -0.34569  0.01
C: -3.21007 1.33131 -0.93336  0.00
H: -4.95917 0.19410 -0.10679  0.00
H: -4.35464 1.50441 2.21922  0.00
H: -2.32461 3.18210 1.70126  0.00
H: -1.60081 2.87414 -0.83617  0.00
H: -3.26552 1.12030 -1.99022  0.00
N: -2.97399 -1.15270 2.06871  0.01
C: -2.91791 -2.55611 1.54713  0.01
C: -3.39412 -2.51242 0.12186  0.00
N: -2.60298 -1.47164 -0.58099  0.02
H: -2.49482 -1.06488 2.96242  0.00
H: -3.95143 -0.93725 2.25230  0.00
H: -3.51783 -3.22390 2.16440  0.00
H: -1.88624 -2.89691 1.57605  0.00
H: -4.45326 -2.25383 0.07660  0.00
H: -3.26543 -3.47956 -0.36389  0.00
H: -3.08742 -1.19600 -1.43079  0.00
H: -1.68548 -1.83214 -0.93864  0.01
C: 0.88934 -1.59220 2.25912  0.00
N: 1.05309 -0.37624 3.03072  0.00
C: 2.44479 -0.05932 3.37503  0.00
C: 0.08762 0.56073 3.04282  0.01
O: -0.84556 0.56574 2.16375  0.05
N: 0.12454 1.53105 3.96004  0.00
C: 0.68504 1.35434 5.29918  0.00
C: -0.54349 2.80489 3.71723  0.00
H: 1.53894 -2.35922 2.67673  0.00
H: 1.14866 -1.44338 1.20894  0.00
H: -0.13120 -1.94384 2.33787  0.00
H: 3.07847 -0.38259 2.54885  0.00
H: 2.76148 -0.57187 4.28245  0.00
H: 2.56955 1.01145 3.49393  0.00
H: 0.84609 0.30170 5.51097  0.00
H: -0.03575 1.74222 6.01840  0.00
H: 1.62140 1.89818 5.42071  0.00
H: -0.53117 3.01553 2.65281  0.00
H: 0.01843 3.58178 4.23134  0.00
H: -1.56089 2.79553 4.11526  0.00
O: 0.44908 2.28551 0.48055  0.00
C: 0.59688 1.35716 -0.29096  0.00
N: 1.63406 1.14549 -1.11891  0.00
C: 1.44075 0.01500 -2.01372  0.00
C: 0.18388 -0.58774 -1.37521  0.01
O: -0.26890 -1.68520 -1.66299  0.01
N: -0.34791 0.30415 -0.47968  0.03
C: 1.01501 0.44373 -3.42107  0.00
C: 0.72333 1.76660 -3.72725  0.00
C: 0.31024 2.11173 -5.00948  0.00
C: 0.17556 1.13662 -5.98380  0.00
C: 0.45699 -0.18918 -5.67612  0.00
C: 0.87491 -0.53520 -4.40201  0.00
C: 2.65800 -0.89582 -2.01490  0.00
C: 3.74331 -0.55396 -2.81209  0.00
C: 4.90995 -1.30447 -2.76686  0.00
C: 4.99738 -2.40929 -1.93517  0.00
C: 3.91031 -2.76625 -1.14778  0.00
C: 2.74912 -2.01130 -1.18719  0.00
H: 2.40725 1.78834 -1.17287  0.00
H: 0.83269 2.54614 -2.98394  0.00
H: 0.10615 3.14783 -5.24468  0.00
H: -0.13811 1.40653 -6.98309  0.00
H: 0.36104 -0.95480 -6.43414  0.00
H: 1.10417 -1.56777 -4.17031  0.00
H: 3.67999 0.29672 -3.48020  0.00
H: 5.74771 -1.02677 -3.39203  0.00
H: 5.90298 -2.99989 -1.91043  0.00
H: 3.96640 -3.64465 -0.51842  0.00
H: 1.89161 -2.32775 -0.60837  0.00

---

# 2
A 2-piece molecular cluster, C27H37BF4N3O2P overall in a non-equilibrium geometry. Source: the Open Molecules 2025 dataset; level of theory: ωB97M-V with the def2-TZVPD basis set.

Computed properties:
E	-2130.5625	a.u.
Kohn-Sham gap	5.33	eV

Each line ends with the Löwdin charge.
Cartesian coordinates (Å):
C: -1.65124 1.95987 3.89075  -0.10
C: -0.84674 3.30693 4.46967  -0.23
O: -1.19379 4.54187 3.74944  -0.11
C: -0.06126 4.98642 2.87444  -0.24
O: 0.50146 6.15984 3.17533  0.01
C: 0.32116 4.00870 1.61517  -0.10
C: 1.66602 4.43933 0.78232  -0.20
C: 1.56472 4.26291 -0.84436  -0.19
C: 1.14372 2.76421 -1.35815  -0.08
C: 1.04782 1.40493 -0.44679  0.09
C: 0.55666 -0.00933 -1.13294  -0.01
C: 0.48313 -1.32691 -0.15219  -0.14
C: 1.89914 -1.49410 0.70677  -0.19
C: 2.66382 -2.94467 0.37729  -0.18
C: 3.65335 -3.44500 1.58490  -0.19
N: 4.35749 -2.33467 2.33792  -0.20
C: 5.55796 -1.47344 1.93209  -0.04
C: 5.83022 -0.50390 3.24448  -0.09
C: 4.71676 -0.88565 4.39045  -0.09
C: 3.78749 -2.07200 3.74303  -0.06
C: 0.17115 -0.02403 -2.75924  -0.02
C: -0.35802 -1.43794 -3.40872  -0.14
C: -1.78782 -1.97909 -2.76487  -0.13
C: -1.90401 -3.40313 -1.89557  -0.04
C: -3.35204 -3.95620 -1.26925  -0.02
C: -4.76513 -3.10027 -1.43897  0.01
C: -4.66898 -1.70458 -2.30021  -0.02
C: -3.24090 -1.17494 -2.95480  -0.14
C: -3.35401 0.24196 -3.83297  -0.14
N: 0.32258 1.26894 -3.58246  -0.20
P: -0.01996 1.34184 -5.36604  0.75
N: 0.87010 0.21877 -6.11890  -0.31
C: 0.77460 2.60425 -2.96887  0.01
H: -0.95006 1.32256 3.16992  0.06
H: -2.66424 2.26693 3.36992  0.09
H: -1.93233 1.21188 4.77619  0.09
H: -1.06632 3.33677 5.61937  0.13
H: 0.30106 3.05654 4.33058  0.12
H: 0.55219 2.93574 2.08446  0.10
H: -0.62448 3.82641 0.91100  0.15
H: 1.82108 5.60645 0.97934  0.13
H: 2.66509 3.93212 1.17149  0.14
H: 2.63758 4.51312 -1.29643  0.14
H: 0.80772 5.04646 -1.30556  0.13
H: 1.30080 1.43141 0.69545  0.11
H: -0.37643 -1.29144 0.64712  0.15
H: 0.43266 -2.27412 -0.85892  0.08
H: 1.75081 -1.41378 1.86778  0.11
H: 2.70299 -0.66579 0.42290  0.11
H: 1.88628 -3.74042 0.01068  0.11
H: 3.37191 -2.69685 -0.55090  0.12
H: 4.51573 -4.12691 1.12458  0.14
H: 3.01844 -4.05027 2.38924  0.13
H: 6.15878 -1.52228 0.91567  0.11
H: 6.71321 0.29180 3.31634  0.08
H: 4.58958 -0.44291 5.49129  0.09
H: 2.89694 -2.61239 4.30101  0.12
H: 0.45574 -2.26307 -3.13384  0.13
H: -0.51326 -1.41301 -4.57091  0.10
H: -0.97499 -4.09211 -1.67936  0.07
H: -3.44649 -4.98122 -0.67410  0.10
H: -5.80092 -3.41994 -0.99445  0.10
H: -5.65261 -1.04884 -2.45958  0.10
H: -4.50414 0.53803 -3.91850  0.09
H: -2.68399 1.09364 -3.39129  0.06
H: -3.04443 -0.07418 -4.94167  0.07
H: -1.43927 1.24836 -5.59528  0.00
H: 0.38434 2.65082 -5.89481  0.03
H: 1.54436 0.64134 -6.80617  -0.01
H: 0.86093 3.58196 -3.64833  0.12
B: -6.07597 -3.32874 1.96940  -1.07
F: -7.17793 -3.62039 1.06709  0.02
F: -5.49713 -2.03983 1.62678  0.02
F: -6.56670 -3.29135 3.33743  0.03
F: -5.06202 -4.36344 1.84637  0.02